Formula: C6H9N
Source: the OMol25 dataset
Level of theory: wB97M-V/def2-TZVPD

## Properties
Relative energy (zero: lowest compared OMol25 entry of this formula, charge and spin)   330.1 kJ/mol
Strongest force on any atom   0.009 hartree/bohr
DFT total energy   -7854.738 eV
HOMO-LUMO gap   8.50 eV
Net charge   0
SMILES   C=C=C/C(C)=C/N

```
16
C6H9N (wB97M-V/def2-TZVPD)
N 0.295 -2.068 0.022
C -2.638 0.751 -0.220
C 2.142 0.371 -0.303
C 0.010 -0.830 0.565
C 0.747 0.338 0.239
C -0.161 1.399 0.289
C -1.399 0.817 0.220
H -3.316 -0.030 0.108
H -3.035 1.477 -0.926
H 2.796 -0.314 0.241
H -0.472 -0.884 1.531
H 2.556 1.380 -0.235
H 0.478 -2.097 -0.970
H 0.069 2.448 0.451
H -0.251 -2.849 0.351
H 2.181 0.091 -1.362
```



Formula: C5H10O2
Source: the OMol25 dataset
Level of theory: wB97M-V/def2-TZVPD

## Properties
Relative energy (zero: lowest compared OMol25 entry of this formula, charge and spin)   113.6 kJ/mol
Strongest force on any atom   0.011 hartree/bohr
DFT total energy   -9441.866 eV
HOMO-LUMO gap   10.96 eV
Net charge   0
SMILES   CC[C@@H](O)CC=O

```
17
C5H10O2 (wB97M-V/def2-TZVPD)
O -1.245 0.847 0.239
O -1.240 -0.404 2.702
C 0.930 1.569 -1.620
C -0.744 -1.352 2.129
C 0.451 0.164 -1.256
C -0.048 0.101 0.182
C -0.284 -1.327 0.692
H -0.609 -2.306 2.676
H -1.523 0.828 1.168
H 1.261 -0.562 -1.404
H 1.777 1.866 -0.990
H 1.255 1.625 -2.664
H 0.126 2.295 -1.468
H -1.064 -1.817 0.090
H -0.377 -0.132 -1.912
H 0.718 0.558 0.834
H 0.616 -1.951 0.604
```



Formula: C3HNO5
Source: the OMol25 dataset
Level of theory: wB97M-V/def2-TZVPD

## Properties
Relative energy (zero: lowest compared OMol25 entry of this formula, charge and spin)   0.0 kJ/mol
Strongest force on any atom   0.054 hartree/bohr
DFT total energy   -14855.631 eV
HOMO-LUMO gap   12.04 eV
Net charge   0
SMILES   O=c1[nH]c(=O)oc(=O)o1

```
10
C3HNO5 (wB97M-V/def2-TZVPD)
O -2.192 -1.736 -0.194
O -0.353 1.973 1.560
O 1.996 -0.780 -1.326
O -0.045 -1.323 -0.684
O -1.298 0.176 0.587
N 0.829 0.714 0.020
C -0.276 1.039 0.782
C 1.020 -0.465 -0.706
C -1.256 -1.008 -0.114
H 1.575 1.411 0.075
```



Formula: C16H24FN6O6
Source: the OMol25 dataset
Level of theory: wB97M-V/def2-TZVPD

## Properties
Strongest force on any atom   0.046 hartree/bohr
DFT total energy   -40920.563 eV
HOMO-LUMO gap   8.82 eV
Net charge   +1

```
53
C16H24FN6O6 (wB97M-V/def2-TZVPD)
F 8.013 0.198 3.642
O -5.117 3.177 -1.924
O -3.509 0.343 2.298
O 2.215 -0.578 1.103
O 5.577 -2.963 3.968
O 3.044 1.067 -0.215
O 6.631 -1.562 5.394
N -4.192 1.709 -0.552
N 1.509 -2.068 -3.452
N -5.442 -0.350 1.493
N 2.531 -0.261 -2.665
N 5.465 1.168 1.247
N 0.303 -0.613 -2.178
C 3.196 0.287 0.720
C -2.118 0.398 -0.160
C 4.689 -0.745 2.448
C -4.201 0.110 1.320
C -6.463 -0.603 0.475
C -1.525 0.939 -1.477
C 5.862 -0.804 3.215
C -4.815 2.020 -1.691
C -0.011 0.713 -1.604
C 1.441 -0.968 -2.756
C 6.032 -1.860 4.222
C 6.838 0.174 2.970
C -3.670 0.405 -0.098
C 6.598 1.133 1.977
C -5.147 0.943 -2.707
C 4.493 0.252 1.473
H 1.416 -0.343 0.612
H -6.112 -1.340 -0.249
H 0.458 0.843 -0.628
H -4.057 2.500 0.065
H -2.026 0.477 -2.327
H 6.628 -2.386 5.905
H -5.809 0.207 -2.260
H -5.660 1.411 -3.549
H -4.037 -0.393 -0.740
H 3.912 -1.485 2.627
H 0.699 -2.648 -3.576
H 2.562 0.531 -2.030
H -6.723 0.327 -0.036
H -4.236 0.470 -3.063
H 0.382 1.484 -2.272
H -5.703 -0.480 2.460
H 2.375 -2.328 -3.888
H -7.365 -0.991 0.953
H 7.363 1.881 1.785
H -0.466 -1.253 -2.275
H -1.718 1.010 0.650
H -1.778 -0.627 -0.005
H 3.376 -0.542 -3.124
H -1.706 2.014 -1.520
```



Formula: C7H10
Source: the OMol25 dataset
Level of theory: wB97M-V/def2-TZVPD

## Properties
Relative energy (zero: lowest compared OMol25 entry of this formula, charge and spin)   603.6 kJ/mol
Strongest force on any atom   0.078 hartree/bohr
DFT total energy   -7414.779 eV
HOMO-LUMO gap   9.75 eV
Net charge   0
SMILES   C1C[C@H]2[C@@H]1[C@H]1C[C@@H]21

```
17
C7H10 (wB97M-V/def2-TZVPD)
C 0.962 -0.776 1.213
C 1.257 0.447 0.413
C -1.441 -0.606 -0.480
C 1.188 -0.903 -0.268
C -1.305 0.918 0.093
C -0.015 -0.424 -1.124
C 0.069 1.004 -0.409
H 0.108 2.155 -0.278
H -1.512 -1.430 0.231
H -2.246 -0.760 -1.228
H -0.016 -0.912 1.665
H 2.009 -1.511 -0.647
H 1.787 -1.125 1.831
H -2.071 1.561 -0.326
H -0.917 1.863 0.929
H 2.136 1.063 0.590
H 0.082 -0.604 -2.196
```



Formula: C4H3N3O2
Source: the OMol25 dataset
Level of theory: wB97M-V/def2-TZVPD

## Properties
Relative energy (zero: lowest compared OMol25 entry of this formula, charge and spin)   214.4 kJ/mol
Strongest force on any atom   0.125 hartree/bohr
DFT total energy   -12758.565 eV
HOMO-LUMO gap   9.50 eV
Net charge   0
SMILES   N#C/C(=N\C=O)NC=O

```
12
C4H3N3O2 (wB97M-V/def2-TZVPD)
O -2.954 0.650 -0.326
O 2.521 1.181 0.091
N -1.025 -1.003 0.044
N 1.180 -0.692 0.052
N -0.858 2.249 0.095
C -0.108 -0.167 -0.008
C -2.438 -0.430 0.119
C -0.370 1.185 -0.031
C 2.430 -0.060 -0.147
H -3.024 -0.668 0.940
H 3.369 -0.628 -0.601
H 1.277 -1.615 -0.228
```